1.
C4H12NO2 | ωB97M-V/def2-TZVPD

Properties
Energy relative to the best compared isomer or geometry (same formula, charge and spin) (kcal/mol): 31.3
Energy (hartree): -364.5853
Orbital gap (eV): 11.47
Total charge: +1

Element x y z (Å)
O 0.641663 0.255545 -2.686398
O -0.480392 -2.035134 -1.004933
N -0.297152 0.575994 -0.163842
C 0.985554 0.192767 0.513246
C -1.456605 -0.272882 0.275966
C 1.004766 0.699970 1.946656
C -1.285709 -1.714523 -0.193428
H 1.110198 -0.885238 0.456717
H 1.810644 0.618147 -0.056334
H 0.617919 1.731039 1.920688
H 0.618232 0.919262 -3.418476
H -1.639733 -0.198034 1.354826
H -0.221395 0.317144 -1.167921
H 0.386962 0.083975 2.594937
H -0.396676 1.567473 -0.003668
H 0.926386 -0.550390 -3.124649
H -2.376347 0.214235 -0.042309
H 1.986146 0.849042 2.384196
H -1.934466 -2.368392 0.414734

Force components x, y, z for each atom (eV/Å):
-0.0282 1.0060 -1.1136
0.2376 -0.2998 -0.5101
-0.0285 -1.9386 0.2702
1.0360 -0.1909 0.4206
-0.2708 1.2308 0.7856
-0.6131 0.8478 -0.3311
-0.6525 0.9195 1.3431
-0.1750 0.0192 -0.0863
-0.2147 0.1464 -0.1707
-0.2000 -0.2010 0.2832
0.0005 -0.6604 0.8995
0.7241 -0.3702 0.0393
0.5929 0.7278 -0.2608
0.0620 0.1166 0.1819
-0.5870 0.3387 -0.2740
0.0045 -0.3330 0.0778
-0.1517 -0.2895 -0.8046
0.2465 -0.5651 -0.1985
0.0173 -0.5042 -0.5515

***

2.
C19H34N2O3P2Pd | ωB97M-V/def2-TZVPD

Properties
Energy relative to the best compared isomer or geometry (same formula, charge and spin) (kcal/mol): 9.8
⟨S²⟩: 6.06
Energy (hartree): -1890.0376
Orbital gap (spin up / spin down) (eV): 3.12 / 5.20
2S+1: 5

Element x y z (Å)
Pd 2.107630 -0.801001 -0.311486
P 0.730276 -2.336335 -1.292814
P 1.474364 1.205585 0.573330
O -4.003965 1.790264 0.860106
O -1.478368 0.803662 4.572702
O -1.400336 -0.816307 1.148843
N 1.771155 0.187654 -2.022520
N -2.690035 1.018219 2.609355
C -0.026208 1.877898 -0.172541
C -4.114398 2.804725 3.114448
C -2.338651 -1.483621 1.668630
C 4.615595 0.938375 -4.927659
C 0.213626 -3.723364 -0.260851
C 1.263776 1.202668 2.374271
C 2.777982 2.421672 0.233984
C 3.277671 1.328442 -5.128526
C 5.002173 0.285059 -3.750802
C -3.646669 1.850024 2.031547
C -3.303726 2.447893 4.355536
C 2.329413 1.078135 -4.155368
C 4.070761 0.021588 -2.757131
C -3.607294 -1.784481 0.922116
C -2.153520 -2.248309 2.944273
C 2.709390 0.415562 -2.934761
C 1.566156 -3.060080 -2.729988
C -2.365844 1.336057 3.926159
C -0.768232 -1.548385 -1.922984
H 2.980607 1.829503 -6.050188
H 2.143951 0.731382 2.820678
H 3.756405 1.948748 0.376625
H -3.079378 -2.217269 3.530536
H -1.930322 -3.301626 2.736109
H -3.945271 3.845325 2.805560
H 5.358194 1.146086 -5.697568
H 0.092953 1.844550 -1.264719
H 2.673032 3.269918 0.922394
H -0.471315 -0.686649 -2.534909
H -0.165786 2.914072 0.165184
H 0.370152 0.637802 2.648093
H 1.054046 -4.020066 0.381820
H -3.805454 -1.004264 0.178537
H -1.339099 -1.815593 3.530488
H -2.257057 0.167863 2.077217
H -2.733491 3.306860 4.733003
H -4.446073 -1.835716 1.620310
H 1.422208 -2.414842 -3.606392
H 2.639792 -3.140678 -2.519215
H -1.328004 -2.273965 -2.526577
H 1.152876 -4.059501 -2.925740
H 1.273854 1.355286 -4.248303
H -5.190793 2.665665 3.288375
H -3.540328 -2.758213 0.416469
H -0.894380 1.272870 0.116880
H -3.955542 2.083227 5.159933
H -0.071169 -4.568995 -0.903490
H 6.036504 -0.023143 -3.599697
H 2.695639 2.766778 -0.803517
H 4.323160 -0.487994 -1.818543
H -1.377025 -1.200861 -1.076737
H -0.631900 -3.421994 0.372273
H 1.176293 2.233835 2.727238

Force components x, y, z for each atom (eV/Å):
1.0141 -0.6710 0.8615
-1.0548 0.2473 0.4541
-0.9848 -0.0311 0.7124
0.2865 0.2389 1.4357
-0.6791 0.4965 -0.3386
2.9086 1.5356 -1.7344
-0.2130 0.9780 -1.8050
0.1910 0.0381 -0.0607
-0.0902 0.1210 -0.0942
-0.3940 0.3884 0.0025
-2.6352 -2.2471 1.2730
-0.0640 0.0346 -0.0792
-0.0437 -0.4165 0.1191
0.0718 0.1896 -0.1167
0.1937 0.0383 -0.0837
-0.0886 -0.0457 0.1482
-0.0672 -0.1042 0.3091
0.4101 -0.7183 -0.6511
-0.0446 0.2899 0.4238
0.2291 -0.1195 0.1968
0.0842 0.1366 -0.3970
0.3551 0.2743 0.0126
0.0088 0.3161 -0.1682
-0.0062 -0.0682 0.0446
0.2335 -0.1315 -0.1813
0.1774 -0.5015 -0.7376
-0.1029 -0.0308 -0.1735
0.1633 -0.1256 0.2047
-0.1257 0.1040 0.0428
-0.1147 0.2424 -0.0065
0.1054 -0.1438 0.1175
0.1203 -0.3903 0.1919
-0.1664 -0.3140 -0.0756
-0.1876 -0.0648 0.1915
-0.0143 0.0436 0.3670
0.0486 -0.1299 -0.1823
-0.0602 -0.2848 0.1415
0.0069 -0.1895 -0.0686
0.0163 -0.0410 -0.0896
-0.2997 -0.0169 -0.1651
-0.0282 -0.1364 0.0394
-0.0378 -0.0975 0.0282
-0.2948 1.4790 0.5701
-0.0801 -0.3385 0.0507
-0.1544 -0.0699 -0.0856
0.0861 -0.1483 0.2511
-0.2255 -0.0962 -0.1916
0.0277 0.1273 0.0712
0.1274 0.2702 -0.0461
0.4694 -0.0549 -0.0927
0.2672 0.1147 -0.2529
-0.2044 -0.2189 -0.2570
0.1813 -0.0401 0.0586
0.3253 0.0637 -0.0571
-0.0310 0.1391 0.2476
-0.2011 0.1246 -0.1462
0.0568 -0.1020 0.2218
0.0955 0.1892 -0.4183
0.2049 -0.1100 -0.0039
0.2554 0.0433 -0.1441
-0.0274 -0.0657 0.1159

***

3.
C9H16IMnN5O8P2 | ωB97M-V/def2-TZVPD

Properties
Energy relative to the best compared isomer or geometry (same formula, charge and spin) (kcal/mol): 2.0
⟨S²⟩: 8.75
Energy (hartree): -3359.9544
Orbital gap (spin up / spin down) (eV): 8.56 / 8.69
2S+1: 6

Element x y z (Å)
I 0.765172 1.532423 -6.359320
Mn -0.191509 0.671273 0.004048
P -1.180070 -2.282868 0.570795
P -0.023766 -0.993224 2.882911
O 2.087703 0.514178 -0.106538
O -2.356527 -0.325832 2.111505
O 0.864420 -2.261811 3.075627
O -2.366347 -3.308457 0.240081
O 0.120416 -3.000144 0.732435
O -0.234341 -0.506559 4.374820
O -1.305001 -1.119986 -0.394973
O 0.531350 0.075189 1.990179
N 0.102251 0.507225 -2.296919
N -1.132073 2.421384 -0.095808
N -2.437473 4.431522 -0.434570
N -0.699637 -0.361535 -2.920616
N -2.389871 6.533712 -1.735716
C -2.379486 5.537852 -1.142894
C -0.655790 -0.233122 -4.256274
C -2.313529 -2.559255 3.138870
C 0.672137 1.217744 -3.257855
C 4.512918 0.403665 -0.272892
C -1.628250 -1.556169 2.220553
C 0.225775 0.789725 -4.517845
C 3.284802 1.279214 -0.341686
C -1.730753 3.413239 -0.293347
H -0.533141 0.413194 4.421233
H -3.031300 -0.398467 1.426700
H 5.405029 0.988916 -0.505187
H -1.227231 -0.998228 -2.338087
H 0.829905 -2.761991 2.208086
H 2.182353 0.045021 0.734452
H -1.687924 -3.441997 3.288603
H -1.233351 -0.856701 -4.919528
H 4.637625 -0.015062 0.729980
H 4.436564 -0.417925 -0.986249
H -2.506711 -2.101571 4.108142
H -3.256264 -2.879403 2.697436
H 3.341402 2.095075 0.378548
H 3.173024 1.713075 -1.333089
H -2.036558 -4.216395 0.199053
H 1.364065 2.013092 -3.024661

Force components x, y, z for each atom (eV/Å):
0.0035 -0.0099 0.0226
0.3714 -0.1596 -0.4047
-0.2125 0.1630 0.1325
0.0159 -0.0500 0.1261
0.0900 -0.0332 0.0910
0.0176 -0.1974 0.0651
0.0478 0.1973 0.1912
0.1347 -0.0340 -0.1668
-0.0903 -0.0933 -0.2019
0.0142 0.0797 -0.1656
0.1464 -0.1609 0.1976
-0.1617 -0.1275 -0.0232
-0.1318 0.0076 0.0250
-0.0575 0.0354 0.1983
-0.5879 0.2699 0.2596
-0.0365 -0.0951 -0.1783
-0.0280 -0.2398 0.1584
0.3462 -0.1910 -0.1181
-0.0351 -0.0293 0.0558
0.0520 -0.0215 0.0356
0.0788 0.1419 -0.0343
0.0493 -0.0700 0.0170
0.0390 0.1452 -0.0231
0.1096 0.0683 0.0207
-0.1625 -0.0337 -0.0776
0.2331 0.3286 -0.3658
0.0324 -0.0737 0.0077
0.0070 -0.0090 -0.0537
-0.0401 -0.0326 0.0184
-0.0263 -0.0317 0.0599
-0.0513 -0.0434 -0.0396
0.0337 0.0809 0.0660
-0.0222 0.0346 -0.0173
0.0184 0.0340 0.0789
0.0025 0.0183 -0.0615
0.0211 0.0281 0.0207
-0.0067 -0.0042 0.0073
-0.0157 0.0230 0.0008
-0.0201 0.0728 0.0637
-0.0465 -0.0076 -0.0291
-0.0584 0.0689 0.0533
-0.0732 -0.0492 -0.0128

***

4.
C6H10O | ωB97M-V/def2-TZVPD

Properties
Structure (SMILES): O=CCCC1CC1
Energy relative to the best compared isomer or geometry (same formula, charge and spin) (kcal/mol): 17.6
Energy (hartree): -309.8143
Orbital gap (eV): 10.94

Element x y z (Å)
O 1.098627 -1.496460 1.650705
C -0.744896 0.681356 -0.542976
C 1.679831 0.153834 -0.007270
C -2.098731 0.347341 0.016746
C 1.720470 -1.203489 0.652259
C -1.304060 -0.709983 -0.690466
C 0.439246 0.967519 0.364434
H 0.670432 2.038506 0.325831
H -2.984031 0.747852 -0.464817
H 0.183990 0.736020 1.404843
H -0.755884 1.269213 -1.461225
H -1.617560 -1.023206 -1.682539
H -0.894432 -1.504324 -0.074581
H -2.180770 0.258219 1.096731
H 2.601032 0.653257 0.328619
H 1.786479 0.027271 -1.092943
H 2.400261 -1.942922 0.176647

Force components x, y, z for each atom (eV/Å):
0.4191 0.1078 -0.6647
0.0432 0.0675 -0.0755
-0.0002 0.0374 0.0004
-0.1662 0.1485 0.1048
-0.2897 -0.1441 0.4443
0.0763 -0.2152 -0.0598
-0.0563 0.0371 0.0671
-0.0452 -0.1657 0.0014
0.1203 -0.0233 0.0149
0.0119 0.0318 -0.1602
0.0177 -0.1201 0.1584
0.0056 0.0568 0.1813
-0.0225 0.1314 -0.0913
0.0447 0.0231 -0.1569
-0.0692 -0.0337 -0.0523
-0.0337 0.0085 0.1667
-0.0559 0.0524 0.1213

***

5.
C24H27N10PReS3 | ωB97M-V/def2-TZVPD

Properties
Energy relative to the best compared isomer or geometry (same formula, charge and spin) (kcal/mol): 20.2
⟨S²⟩: 1.14
Energy (hartree): -3092.1833
Orbital gap (spin up / spin down) (eV): 5.08 / 6.24
2S+1: 2
Total charge: +2

Element x y z (Å)
Re -0.463296 -0.093811 0.412534
S 3.716711 1.621345 1.603345
S 2.052854 2.595650 -1.964105
S -1.163665 1.640714 -1.094856
P -1.129718 -3.633064 -0.378422
N 1.816608 3.162449 -4.507472
N -2.310699 -1.117644 0.227590
N 0.730168 -4.154178 1.664537
N 1.243787 0.699975 0.795788
N 0.278458 -2.008162 1.469379
N 0.250115 -2.901240 -2.735223
N 0.151859 -1.274641 -1.256325
N -1.355609 1.320598 1.905646
N 3.956300 2.729988 -3.773713
N -3.760976 -2.773640 0.093457
C -1.638777 2.858188 0.048453
C -2.027889 2.003089 4.097177
C -4.332390 -4.068008 -0.165543
C 0.724363 -5.572136 1.417679
C 1.535306 -3.492931 2.531604
C -2.410486 3.237207 3.658464
C -2.267824 3.547593 2.292060
C 0.851941 -0.833496 -2.328514
C 1.250913 -2.162348 2.399292
C 0.073836 -4.184220 -3.359782
C -1.118913 -0.273511 3.739176
C -2.456041 -2.427920 0.004726
C 2.302530 1.104464 1.137443
C -2.641670 4.804314 1.777109
C -0.212650 -2.531801 -1.521654
C -4.459869 -1.649693 0.384712
C 0.922180 -1.841849 -3.251258
C -2.488277 5.088113 0.443813
C -1.507230 1.058717 3.198119
C -0.026219 -3.229439 1.030919
C -1.995679 4.112002 -0.420200
C 2.654660 2.863960 -3.512571
C -1.729413 2.550127 1.432519
C -3.555398 -0.627784 0.462552
H -0.035832 -0.317556 3.834051
H 0.329331 -4.974548 -2.656162
H 1.388268 -6.070023 2.122063
H 4.605426 2.571822 -3.021383
H -1.454321 -1.076097 3.085795
H 0.845977 3.327481 -4.300905
H -0.956820 -4.325118 -3.682574
H -2.119423 1.735925 5.135692
H -0.279140 -5.980834 1.539968
H -2.756616 6.057757 0.053497
H 1.696109 -1.325069 2.896212
H 1.068839 -5.780248 0.402462
H 2.155262 3.379969 -5.430924
H 1.253173 0.163543 -2.352910
H 2.250162 -3.983998 3.158412
H -2.820487 3.972062 4.334554
H -1.902658 4.319377 -1.475810
H 0.725157 -4.257815 -4.226752
H -3.716515 0.413246 0.670387
H -5.520999 -1.653256 0.518202
H -3.056533 5.528572 2.460121
H -5.192018 -4.230585 0.480348
H 4.332012 2.899711 -4.693636
H -3.592316 -4.841495 0.029818
H -4.661680 -4.142146 -1.204494
H 1.386068 -1.873300 -4.216774
H -1.553205 -0.416632 4.722600

Force components x, y, z for each atom (eV/Å):
-0.2824 1.6173 -1.6863
-0.4435 -0.1196 -0.1545
-0.0281 0.0341 0.3535
0.7085 -1.5187 1.5873
0.4267 0.8712 0.1422
0.1633 0.1404 -0.6880
-0.0168 -0.9143 0.2051
-0.2372 0.5908 -0.0204
-0.8797 -0.7222 -0.2068
-0.7302 0.4506 -0.5031
-0.0915 0.5194 0.5930
-0.4043 -0.2898 0.2563
0.1729 -0.7516 -0.4327
0.2036 0.1296 -0.5111
0.7631 0.5488 0.0520
-0.1137 0.0332 -0.1524
-0.1204 0.3830 -0.0217
-0.3268 -0.7486 -0.2460
-0.0618 -0.7933 -0.2051
0.2633 0.4623 0.1970
0.1559 -0.2865 -0.1068
0.2385 -0.3693 -0.1940
0.2612 0.0016 -0.5263
0.2571 -0.1957 0.2314
-0.1649 -0.7034 -0.2664
-0.0783 -0.0133 -0.0675
0.1479 -0.5162 -0.1125
1.6169 0.4978 0.5380
0.0374 0.0126 -0.2876
-0.2242 -0.3932 0.2304
0.0014 0.6924 0.0954
0.1947 0.5327 -0.0342
-0.0628 0.1833 0.2840
-0.1276 -0.0111 0.1753
-0.2855 -0.0899 -0.2260
0.0448 -0.3533 0.1334
-0.3201 -0.2940 0.7098
-0.2804 0.7251 0.0588
-0.6154 0.0856 0.1556
0.0500 -0.0982 0.0081
0.0475 -0.0308 -0.0806
-0.0366 0.1071 -0.0416
-0.1876 -0.0162 0.0327
0.0696 -0.0210 -0.0006
0.1681 -0.0471 0.0733
0.0084 0.0501 -0.0292
-0.0186 -0.0630 0.1356
0.0694 0.0379 0.0281
-0.0415 0.0619 0.0022
0.1425 0.1185 0.1100
0.0224 -0.0217 0.1211
-0.0780 0.0511 -0.0162
0.1508 0.2080 -0.0867
0.1169 -0.1937 0.1085
-0.0307 0.0769 0.0856
0.0069 0.0089 -0.0852
0.0063 0.0308 0.0552
-0.0863 0.0882 0.0195
-0.2583 -0.0049 -0.0137
-0.0183 0.1544 0.0452
0.0568 0.0503 0.0511
0.0245 0.0417 0.0680
-0.0958 0.0140 -0.0034
0.0589 0.0286 0.0923
0.0877 -0.0414 -0.1360
0.0037 -0.0183 0.1074

***

6.
CHBDyFO2 | ωB97M-V/def2-TZVPD

Properties
⟨S²⟩: 9.38
Energy (hartree): -1198.1915
Orbital gap (spin up / spin down) (eV): 6.33 / 10.06
2S+1: 6
Total charge: +2

Element x y z (Å)
Dy 0.209822 -0.678078 -2.459907
F 1.557662 -0.007791 1.557164
O -1.097198 -0.959483 -0.743790
O 0.029007 1.095292 -1.221303
C -0.267525 0.164355 -0.373107
B 0.222105 0.150117 1.220478
H -0.653873 0.235588 2.020465

Force components x, y, z for each atom (eV/Å):
-0.1865 -1.1025 -2.9962
-3.9493 0.4198 -1.8134
4.2708 3.8819 0.7840
-0.1922 -3.1316 2.4215
-3.1231 0.1730 -0.6246
3.0536 -0.3297 2.4559
0.1267 0.0891 -0.2272

***

> The highest energy belongs to which entry?

C6H10O

***

> Look up the energy of the fifth one.

-3092.1833 hartree